The following is a quantum chemistry calculation of a structure of composition C5H9BeO3 in a non-equilibrium geometry, from the Open Molecules 2025 dataset.

Properties
**HOMO-LUMO gap (spin up / spin down)**: 0.17913 / 0.17907 Ha
**Energy relative to the best compared isomer or geometry (same formula, charge and spin)**: 0.3925 eV
**HOMO level (spin up / spin down)**: -0.070 / -0.070 hartree

The geometry in ORCA input format:
```
! RIJCOSX wB97M-V def2-TZVPD def2/J DEFGRID3
* xyz -1 1
H -1.8941 1.7734 2.3933
O 1.3607 -0.2992 -0.2838
Be 2.6738 1.9331 -0.4656
O 1.3062 1.9088 -0.3373
C 0.7207 0.8380 -0.2604
O -0.5816 0.7057 -0.1210
C -1.4376 1.8026 -0.1709
C 0.6328 -1.5521 -0.2085
C 1.6245 -2.6828 -0.2910
H 0.0728 -1.5696 0.7348
H -0.0889 -1.5833 -1.0341
H 2.3463 -2.6400 0.5347
H 1.0728 -3.6300 -0.2198
H 2.1651 -2.6684 -1.2461
C -2.6455 1.6786 0.3914
H -0.9675 2.7495 -0.4359
H -3.3110 2.5413 0.3788
H -3.0495 0.6945 0.6414
*
```



The following is a quantum chemistry calculation of a structure of composition C4H24O12 in a non-equilibrium geometry, from the Open Molecules 2025 dataset.

Properties
**HOMO-LUMO gap**: 0.30025 Ha
**HOMO level**: -0.097 hartree

The geometry in ORCA input format:
```
! RIJCOSX wB97M-V def2-TZVPD def2/J DEFGRID3
* xyz -2 1
O 0.3955 -0.5598 -2.8903
C -0.2970 -0.0273 -1.9847
O -0.1849 1.1833 -1.6307
C -1.3043 -0.9031 -1.2197
C -1.0572 -0.6524 0.2762
C -1.9318 -1.6987 1.1017
O -1.6973 -1.6192 2.4610
H -1.1167 -1.9369 -1.5336
H -2.3401 -0.6689 -1.4738
H -1.3913 0.3502 0.5475
H 0.0184 -0.6480 0.4687
H -2.9660 -1.3005 0.9700
H -1.5968 -2.5965 0.5580
H 1.8724 -1.7084 1.8908
H 0.5619 -2.3147 2.3966
O 1.4812 -2.5554 2.2222
H -0.3001 1.7750 2.1194
H -0.7979 2.4544 0.7603
O -0.1447 2.5613 1.4828
H 0.5683 2.3611 -4.2940
H -0.1359 1.1218 -4.1428
O 0.0027 1.7944 -4.8330
H -0.2972 0.4326 3.8806
H -1.2422 -0.4860 2.7243
O -0.6211 0.4863 2.9676
H 2.4357 -1.3125 -0.1387
H 2.4307 0.1522 0.5874
O 2.7029 -0.8008 0.6233
H 1.3240 1.3679 -0.4129
H 1.5963 2.1643 0.8534
O 2.0473 1.8482 0.0379
H 2.8693 -0.7210 -2.6186
H 1.8138 -1.8300 -2.8250
O 2.7662 -1.6390 -2.8679
H -3.0132 -1.2691 4.0158
H -3.8406 -0.5688 2.9495
O -3.8636 -0.8476 3.8628
H 1.1248 2.3861 -2.1324
H 2.5041 3.0965 -2.1957
O 1.6245 3.1291 -2.5640
*
```



The following is a quantum chemistry calculation of a cluster of 2 separate species, C5H9Br2 in total, from the Open Molecules 2025 dataset.

Properties
**HOMO-LUMO gap (spin up / spin down)**: 0.20040 / 0.30501 Ha
**Energy relative to the best compared isomer or geometry (same formula, charge and spin)**: 0.0892 eV
**HOMO level (spin up / spin down)**: -0.260 / -0.364 hartree

The geometry in ORCA input format:
```
! RIJCOSX wB97M-V def2-TZVPD def2/J DEFGRID3
* xyz 0 2
Br -1.4177 -2.3626 0.7995
Br -1.5270 -2.2510 -1.5073
C 1.1665 0.1294 4.2543
C 0.3220 0.9958 3.3858
C 0.3424 0.8056 2.0204
C -0.3940 1.5032 1.1067
C -0.5349 2.0307 4.0225
H 1.0565 0.3994 5.3059
H 0.8863 -0.9200 4.1475
H 2.2217 0.2234 3.9922
H 0.9975 0.0352 1.6500
H -0.3315 1.2895 0.0571
H -1.0554 2.2862 1.4075
H -0.4056 2.0267 5.1072
H -0.2792 3.0279 3.6577
H -1.5904 1.8479 3.8098
*
```



The following is a quantum chemistry calculation of a cluster of 2 separate species, C4H12 in total in a non-equilibrium geometry, from the Open Molecules 2025 dataset.

Properties
**HOMO-LUMO gap**: 0.43822 Ha
**SMILES**: CC.CC
**Energy relative to the best compared isomer or geometry (same formula, charge and spin)**: 1.6155 eV
**HOMO level**: -0.396 hartree

The geometry in ORCA input format:
```
! RIJCOSX wB97M-V def2-TZVPD def2/J DEFGRID3
* xyz 0 1
C 0.3580 0.0734 -1.4196
C 1.1993 -0.9928 -2.2015
H -0.3292 -0.4562 -0.5497
H 1.0838 0.5626 -0.8243
H -0.3606 0.6290 -1.9901
H 2.0783 -1.3740 -1.7790
H 1.6287 -0.4161 -3.1124
H 0.5439 -1.8544 -2.5339
C -0.7391 -0.2869 1.8481
C -0.7406 1.2569 1.7907
H -1.7850 -0.8662 1.8630
H -0.2879 -0.7711 0.9824
H -0.2022 -0.6120 2.6791
H 0.0602 1.8263 1.3280
H -1.6271 1.6516 1.2377
H -0.8806 1.6299 2.6813
*
```



The following is a quantum chemistry calculation of the molecule C3H5NOS in a non-equilibrium geometry, from the Open Molecules 2025 dataset.

Properties
**HOMO-LUMO gap**: 0.33174 Ha
**SMILES**: CC1=NSOC1
**Energy relative to the best compared isomer or geometry (same formula, charge and spin)**: 2.4741 eV
**HOMO level**: -0.306 hartree

The geometry in ORCA input format:
```
! RIJCOSX wB97M-V def2-TZVPD def2/J DEFGRID3
* xyz 0 1
C -0.0663 0.3566 0.0415
C -0.4818 -1.1622 -0.3377
C 1.2924 0.8918 0.2227
N -1.0808 1.0952 0.2919
O -1.7876 -1.2730 0.1329
S -2.5093 0.3461 0.1676
H -0.4477 -1.2422 -1.5700
H 0.1665 -1.9429 -0.0676
H 1.3155 1.9462 0.4812
H 1.9046 0.4953 -0.4992
H 1.6944 0.4891 1.1368
*
```



The following is a quantum chemistry calculation of the ion C7H14FN2 with charge +1 in a non-equilibrium geometry, from the Open Molecules 2025 dataset.

Properties
**HOMO-LUMO gap**: 0.36006 Ha
**SMILES**: C=C(/[NH+]=C/N(C)C)[C@@H](C)F
**Energy relative to the best compared isomer or geometry (same formula, charge and spin)**: 3.0105 eV
**HOMO level**: -0.496 hartree

The geometry in ORCA input format:
```
! RIJCOSX wB97M-V def2-TZVPD def2/J DEFGRID3
* xyz 1 1
C 1.6163 -1.3431 0.9418
C -0.9514 -0.6668 -0.2289
C 1.2780 -0.1142 0.6011
C 3.5429 1.1103 0.8304
C -3.2617 -1.2447 -0.8737
C -2.6683 1.0001 -0.4249
C 2.3831 0.6586 -0.0774
N -2.1835 -0.3486 -0.4353
N -0.0338 0.2237 0.1032
F 2.9193 -0.2389 -0.9701
H 1.0133 -2.0420 1.5145
H 2.7282 -1.4963 1.0322
H -0.6162 -1.7002 -0.3191
H 3.4281 0.8019 1.9029
H 3.7422 2.2305 0.7189
H 4.4041 0.7076 0.4047
H -4.2286 -0.8091 -0.5434
H -3.2995 -1.2264 -1.9514
H -3.2216 -2.2648 -0.4734
H -3.7912 1.0896 -0.4194
H -2.1938 1.3775 0.4769
H -2.3437 1.5569 -1.3150
H 1.9773 1.5331 -0.6540
H -0.2395 1.2058 0.1594
*
```



The following is a quantum chemistry calculation of a structure of composition C28H20Co2O11 in a non-equilibrium geometry, from the Open Molecules 2025 dataset.

Properties
**HOMO-LUMO gap**: 0.20633 Ha
**Energy relative to the best compared isomer or geometry (same formula, charge and spin)**: 0.0000 eV
**HOMO level**: -0.041 hartree

The geometry in ORCA input format:
```
! RIJCOSX wB97M-V def2-TZVPD def2/J DEFGRID3
* xyz -2 1
C 4.4544 3.7760 1.2331
O 4.4226 2.5615 0.4504
C 3.4270 2.3988 -0.4589
C 3.4488 1.2046 -1.2208
C 2.4548 0.9313 -2.1270
C 1.4139 1.8690 -2.4227
C 0.4174 1.6138 -3.4141
C -0.4787 2.6845 -3.8544
O -0.4250 3.8587 -3.5337
O -1.4503 2.3489 -4.7759
C -1.7404 0.9532 -4.9384
C -2.4809 0.3863 -3.7398
C -2.6062 0.8377 -6.1920
O -0.5154 0.2539 -5.1914
C 0.5219 0.4549 -4.2992
O 1.4522 -0.3289 -4.3781
C 1.4205 3.0681 -1.6446
C 2.3911 3.3360 -0.6949
H 5.3576 3.6696 1.8316
H 4.5189 4.6616 0.5874
H 3.5692 3.8485 1.8770
H 4.2764 0.5142 -1.0712
H 2.4734 0.0056 -2.6906
H -1.9213 0.4816 -2.8033
H -3.4418 0.9066 -3.6405
H -2.6778 -0.6771 -3.9241
H -2.0923 1.2846 -7.0454
H -2.8021 -0.2170 -6.3957
H -3.5457 1.3693 -6.0219
H 0.6522 3.8083 -1.8414
H 2.3627 4.2800 -0.1443
O -0.8598 -0.2739 -0.9521
C -0.4903 -0.7613 0.0323
Co 0.3445 -1.5773 1.3388
C 0.3648 -3.2451 0.8685
O 0.4470 -4.3528 0.5436
C 2.0215 -1.4258 0.8723
O 3.1139 -1.4160 0.4877
C -0.5618 -1.7106 3.1338
C -1.7832 -2.5023 3.1995
C -2.7840 -2.3748 2.2073
C -3.8048 -3.3200 2.1126
C -3.8724 -4.3668 3.0394
C -2.9990 -4.3862 4.1343
C -1.9712 -3.4485 4.2321
C 0.5384 -1.5897 4.0238
C 1.4120 -2.3150 4.7331
Co 0.0674 -0.0522 3.3069
C -1.0197 0.9009 2.2693
O -1.6974 1.6093 1.6555
C 1.5750 0.6943 2.6515
O 2.4482 1.3538 2.2707
C -0.2241 0.7740 4.8362
O -0.4898 1.3922 5.7769
H -2.7148 -1.5479 1.4931
H -4.5262 -3.2449 1.2961
H -4.5924 -5.1734 2.8959
H -3.0926 -5.1430 4.9135
H -1.2783 -3.4524 5.0769
H 2.1094 -1.7840 5.3775
H 1.4629 -3.4046 4.6573
*
```



The following is a quantum chemistry calculation of the molecule C18H27N3O in a non-equilibrium geometry, from the Open Molecules 2025 dataset.

Properties
**HOMO-LUMO gap**: 0.29553 Ha
**SMILES**: CCCCC[C@H]1C[C@@H]1C(=O)N/N=C/c1ccc(N(C)C)cc1
**Energy relative to the best compared isomer or geometry (same formula, charge and spin)**: 3.0495 eV
**HOMO level**: -0.271 hartree

The geometry in ORCA input format:
```
! RIJCOSX wB97M-V def2-TZVPD def2/J DEFGRID3
* xyz 0 1
C -5.8850 -3.2409 1.0150
H -6.5224 -3.4827 0.1672
C -4.5227 -2.7541 0.5369
C -4.6389 -1.5002 -0.3267
C -3.2779 -1.0223 -0.8317
C -3.3683 0.3102 -1.5783
C -3.4090 1.5520 -0.7090
C -3.5557 1.5570 0.7718
C -2.2196 1.9027 0.1624
C -1.7864 3.3149 0.1928
O -2.5344 4.2737 0.2071
N -0.4308 3.5114 0.1958
N 0.4691 2.5162 0.1617
C 1.7131 2.7990 0.1576
C 2.7261 1.7779 0.1174
C 2.4013 0.4186 0.0663
C 3.3762 -0.5477 0.0262
C 4.7413 -0.2080 0.0361
N 5.7144 -1.1682 0.0049
C 7.1070 -0.7969 -0.0201
H 7.3467 -0.2014 -0.9073
H 7.3750 -0.2199 0.8700
H 7.7226 -1.6929 -0.0374
C 5.3622 -2.5628 -0.0918
H 6.2665 -3.1661 -0.1107
H 4.7635 -2.8770 0.7683
H 4.7956 -2.7693 -1.0057
C 5.0630 1.1588 0.0856
C 4.0800 2.1200 0.1252
H 4.3641 3.1627 0.1626
H 6.0922 1.4775 0.0924
H 3.0737 -1.5810 -0.0138
H 1.3596 0.1400 0.0566
H 2.0595 3.8411 0.1838
H -0.1113 4.4840 0.2153
H -1.4141 1.1870 0.2345
H -4.1078 2.3750 1.2106
H -3.6241 0.6302 1.3172
H -3.8476 2.4067 -1.2123
H -4.2644 0.2974 -2.2041
H -2.5092 0.4032 -2.2495
H -2.5801 -0.9364 0.0029
H -2.8747 -1.7788 -1.5094
H -5.1207 -0.7083 0.2489
H -5.2807 -1.7147 -1.1848
H -3.8910 -2.5402 1.4027
H -4.0354 -3.5451 -0.0383
H -6.3792 -2.4715 1.6044
H -5.7809 -4.1313 1.6308
*
```



Number 1: energy -436.199402 a.u.. Number 2: energy -1069.784241 a.u.. Number 3: energy -5343.863261 a.u.. Number 4: energy -159.525604 a.u.. Number 5: energy -645.420755 a.u.. Number 6: energy -484.194679 a.u.. Number 7: energy -4672.172183 a.u.. Number 8: energy -941.551426 a.u..